# 1
Computed, not measured: a 10-piece molecular cluster, C36H76O28S8 overall in a non-equilibrium geometry, with the ωB97M-V functional and the def2-TZVPD basis.

```
148
Properties=species:S:1:pos:R:3:forces:R:3:lowdin_charge:R:1
C -4.548 -2.493 3.206 -0.378 0.328 0.643 0.004
C -3.795 -1.364 3.490 0.322 -1.295 -1.152 -0.030
C -2.388 -1.366 3.483 -1.591 -1.206 0.100 -0.291
C -1.723 -2.586 3.335 -1.390 1.107 0.468 0.023
C -2.503 -3.748 3.127 3.579 0.016 0.361 -0.029
C -3.839 -3.702 3.026 -2.309 0.427 -0.229 -0.367
O -4.536 -4.825 2.717 -0.334 -0.831 -0.416 0.035
O -1.813 -0.142 3.656 1.132 -0.609 0.390 0.009
H -5.677 -2.349 3.210 1.637 -0.794 -0.284 0.146
H -4.298 -0.440 3.443 -0.488 1.156 0.569 0.088
H -0.667 -2.555 3.471 0.725 -0.536 -0.236 0.107
H -1.938 -4.708 3.053 -0.684 0.747 -0.064 0.134
H -3.958 -5.428 2.212 -0.322 0.401 0.298 0.107
H -2.324 0.462 3.110 -0.269 0.821 -0.093 0.030
C 1.912 -0.171 0.925 0.030 1.221 0.810 -0.007
C 2.084 0.251 -0.404 0.181 -1.047 1.168 0.009
C 1.032 0.880 -1.046 -0.267 -0.588 -1.206 -0.285
C -0.137 1.179 -0.350 0.565 -0.234 0.194 -0.028
C -0.285 0.823 0.968 0.763 -1.034 1.452 -0.006
C 0.717 0.120 1.644 1.889 0.334 -3.017 -0.330
O 0.718 -0.241 2.915 0.668 -0.506 1.368 0.038
O 1.118 0.997 -2.433 0.413 0.148 1.147 0.022
H 2.791 -0.493 1.535 -0.877 -0.066 -0.765 0.084
H 3.016 -0.063 -0.888 -0.438 0.539 -0.226 0.106
H -0.996 1.636 -0.764 -0.435 0.410 -1.059 0.068
H -1.175 1.005 1.533 -0.456 0.431 -0.209 0.076
H -0.179 -0.267 3.245 -0.967 0.275 0.524 0.037
H 0.354 1.496 -2.715 -0.516 0.326 -0.429 0.039
O -3.871 1.181 0.044 -0.376 0.173 0.793 -0.252
S -4.050 1.998 1.217 0.403 0.067 0.706 0.588
O -3.131 1.785 2.345 -1.271 -0.242 -0.926 -0.302
O -3.957 3.476 0.851 0.691 1.360 -0.616 -0.278
C -2.722 3.946 0.095 -1.740 0.779 -0.425 -0.145
C -2.351 5.283 0.691 -0.680 -1.119 0.084 -0.039
C -5.763 2.067 1.785 0.387 -0.856 -0.264 -0.097
H -3.145 4.100 -0.918 0.731 -0.447 0.408 0.135
H -1.982 3.167 0.138 0.336 -0.092 -0.005 0.086
H -1.499 5.659 0.196 1.101 0.429 -0.602 0.049
H -2.161 5.186 1.739 0.248 -0.036 0.701 0.078
H -3.167 5.963 0.549 -0.468 0.448 -0.049 0.080
H -5.993 0.975 1.960 -0.225 1.380 0.142 0.085
H -6.387 2.524 0.992 0.483 -0.613 0.223 0.082
H -5.814 2.750 2.652 0.165 -0.797 -0.177 0.083
O -4.123 -3.724 -2.387 -0.350 0.346 0.459 -0.292
S -4.428 -3.964 -1.000 1.022 -2.616 -0.062 0.607
O -3.409 -4.777 -0.289 -1.984 1.661 -0.636 -0.298
O -4.786 -2.646 -0.211 0.344 -0.838 -0.444 -0.220
C -3.610 -1.890 0.130 1.229 0.950 0.648 -0.256
C -2.931 -1.283 -1.063 -0.071 -1.115 -0.026 -0.062
C -6.017 -4.774 -0.939 -1.920 1.984 -0.264 -0.125
H -2.932 -2.440 0.774 -0.072 -0.535 -0.138 0.094
H -3.984 -1.113 0.728 -0.668 0.928 0.809 0.077
H -2.523 -2.103 -1.621 0.222 -0.223 -0.824 0.067
H -2.109 -0.617 -0.877 0.116 0.389 0.653 0.073
H -3.702 -0.783 -1.603 -0.299 0.345 -0.616 0.056
H -6.838 -4.114 -1.480 1.909 -1.059 1.176 0.121
H -6.349 -4.965 0.096 0.402 0.037 -0.504 0.073
H -5.942 -5.661 -1.533 0.297 -0.637 -0.133 0.053
O 0.910 4.390 -3.667 -0.185 -0.484 -1.371 -0.279
S 1.330 4.976 -2.449 -1.049 0.704 0.632 0.528
O 0.285 5.361 -1.521 0.938 0.358 -0.420 -0.287
O 2.250 3.948 -1.780 0.769 -0.189 1.503 -0.266
C 2.612 4.106 -0.307 -0.709 -1.182 0.361 -0.198
C 4.094 4.357 -0.235 -0.360 -1.072 0.004 -0.054
C 2.381 6.380 -2.841 -1.054 0.141 1.272 -0.092
H 2.281 3.153 0.201 0.576 0.815 -0.986 0.118
H 1.992 4.863 0.181 0.117 0.173 -0.553 0.109
H 4.592 3.592 -0.882 0.004 0.815 0.769 0.104
H 4.391 4.343 0.811 0.139 -0.649 -0.013 0.068
H 4.314 5.363 -0.496 0.350 0.829 -0.904 0.056
H 3.008 6.284 -3.692 0.571 -0.815 -0.631 0.060
H 2.953 6.589 -1.936 -0.051 0.257 -0.152 0.062
H 1.685 7.179 -3.078 -0.071 0.201 0.302 0.070
O 4.887 -0.735 2.106 1.559 -1.988 0.175 -0.333
S 5.414 -2.093 1.808 -1.326 3.492 -0.977 0.592
O 6.797 -2.416 1.734 0.090 0.374 -0.121 -0.253
O 4.855 -3.080 2.844 0.163 -0.700 0.883 -0.247
C 3.516 -2.998 3.329 -1.554 -1.296 -0.380 -0.245
C 3.374 -2.312 4.693 0.074 -1.503 -1.179 -0.033
C 4.518 -2.484 0.335 -0.373 -1.103 0.659 -0.106
H 3.211 -4.099 3.319 0.298 1.428 0.632 0.142
H 2.846 -2.591 2.561 0.266 0.368 0.187 0.093
H 3.499 -1.268 4.723 0.024 1.416 -0.657 0.039
H 4.190 -2.686 5.284 -0.124 -0.571 0.853 0.079
H 2.360 -2.545 5.014 0.212 -0.160 0.578 0.085
H 4.744 -3.553 0.162 -0.647 0.468 -0.191 0.087
H 4.812 -1.883 -0.504 0.528 0.419 -0.234 0.054
H 3.456 -2.222 0.569 0.839 -0.752 -0.323 0.053
O 2.783 3.911 2.481 0.387 -0.903 0.703 -0.297
S 3.311 3.455 3.754 0.647 2.982 0.949 0.664
O 4.473 4.205 4.293 -2.432 -2.481 -1.093 -0.292
O 2.150 3.701 4.832 1.568 0.508 0.781 -0.264
C 0.798 3.432 4.621 -1.529 -1.793 -0.056 -0.290
C -0.012 3.605 5.942 1.221 0.725 -1.611 -0.040
C 3.399 1.692 3.799 0.477 -0.265 -0.202 -0.110
H 0.650 2.383 4.267 0.306 0.344 0.360 0.111
H 0.403 4.003 3.802 -0.133 0.763 -0.250 0.106
H -0.045 4.700 6.170 -1.037 -0.944 -0.285 0.094
H 0.583 3.229 6.740 0.472 -0.738 0.667 0.057
H -0.890 2.949 5.805 -0.127 1.112 0.443 0.085
H 4.005 1.408 2.947 0.275 -0.154 -0.124 0.056
H 2.390 1.303 3.598 0.253 0.157 0.308 0.050
H 3.861 1.291 4.724 -0.435 0.557 -0.481 0.098
O 2.351 -5.434 0.870 -1.736 -1.607 1.035 -0.323
S 1.131 -6.229 1.169 3.233 0.560 -0.453 0.602
O 0.432 -5.968 2.388 -0.366 0.159 -0.003 -0.285
O 0.259 -6.072 -0.120 -1.058 -1.644 0.987 -0.255
C 0.254 -4.789 -0.737 1.386 0.965 1.054 -0.233
C -0.158 -3.692 0.215 -2.012 0.668 -1.294 -0.061
C 1.472 -8.016 1.083 0.466 0.974 0.117 -0.104
H -0.386 -4.925 -1.559 -0.793 0.119 -1.084 0.115
H 1.290 -4.659 -1.004 0.226 0.438 -0.741 0.108
H -1.176 -3.935 0.599 0.693 0.361 -0.150 0.066
H -0.204 -2.717 -0.341 -0.065 -0.794 0.355 0.104
H 0.514 -3.537 1.017 0.764 -0.065 0.829 0.046
H 2.304 -8.285 1.827 -1.423 0.472 -1.199 0.108
H 1.743 -8.129 0.030 0.378 -0.369 0.291 0.062
H 0.512 -8.514 1.241 0.318 -0.022 0.298 0.066
O 5.035 0.077 -2.421 0.039 -0.015 -1.907 -0.302
S 4.890 0.388 -3.840 -0.245 -0.002 1.805 0.602
O 6.023 0.446 -4.718 -0.302 -0.140 0.220 -0.276
O 3.813 -0.653 -4.390 1.027 0.552 0.689 -0.268
C 3.429 -0.546 -5.773 -0.914 -0.866 -0.296 -0.253
C 1.895 -0.380 -5.734 1.194 -0.745 -1.699 -0.064
C 4.007 1.913 -3.884 -0.232 0.758 -0.490 -0.126
H 3.704 -1.536 -6.222 -0.026 1.098 0.089 0.133
H 3.940 0.304 -6.264 -0.170 -0.613 0.154 0.115
H 1.548 -0.386 -6.804 -0.050 0.070 1.137 0.100
H 1.678 0.535 -5.242 -0.509 0.836 0.270 0.036
H 1.463 -1.199 -5.160 -0.091 0.021 -0.179 0.086
H 4.616 2.739 -3.523 0.298 -0.367 0.575 0.074
H 3.085 1.811 -3.321 0.004 -0.079 0.226 0.045
H 3.769 2.271 -4.880 -0.111 -0.558 -0.452 0.073
O -1.703 2.361 -2.892 -0.515 -0.040 -0.425 -0.288
S -1.829 2.063 -4.303 -0.037 -0.535 0.706 0.610
O -0.853 1.128 -4.798 -0.407 0.460 -0.291 -0.272
O -3.317 1.552 -4.656 0.485 0.226 0.178 -0.276
C -3.695 0.222 -4.096 -1.298 1.126 -0.608 -0.212
C -3.283 -0.841 -5.082 -0.335 -1.883 -0.621 -0.068
C -1.867 3.567 -5.200 -0.766 1.176 -0.158 -0.115
H -4.821 0.295 -3.869 1.601 -0.139 -0.833 0.155
H -3.266 0.236 -3.133 0.861 -0.604 0.893 0.051
H -3.936 -0.832 -5.972 0.026 0.195 0.435 0.081
H -3.366 -1.907 -4.689 0.053 1.432 -0.067 0.099
H -2.271 -0.734 -5.503 -0.260 0.226 0.683 0.070
H -2.872 4.019 -5.081 0.448 -0.498 -0.041 0.086
H -1.690 3.373 -6.252 0.076 -0.104 -0.059 0.076
H -1.162 4.316 -4.802 0.071 -0.855 0.005 0.062
```
Positions in Å, forces in eV/Å.

The value obtained for the electronic energy is -6709.368167 a.u. For the HOMO energy, the calculation gives -0.2792 hartree. As for the SMILES: CCOS(C)(=O)=O.CCOS(C)(=O)=O.CCOS(C)(=O)=O.CCOS(C)(=O)=O.CCOS(C)(=O)=O.CCOS(C)(=O)=O.CCOS(C)(=O)=O.CCOS(C)(=O)=O.Oc1ccc(O)cc1.Oc1ccc(O)cc1. The lowest unoccupied orbital energy comes out at -0.07 eV.


# 2
Computed, not measured: C36H78AsCuF9NO17 as an isolated structure in a non-equilibrium geometry, with the ωB97M-V functional and the def2-TZVPD basis.

```
143
Properties=species:S:1:pos:R:3:forces:R:3:lowdin_spin:R:1
Cu -5.717 1.662 3.596 0.425 0.420 -0.678 0.000
As 0.934 0.937 0.798 -0.099 -0.197 -0.289 0.000
F 1.333 -0.538 1.681 0.070 1.058 -0.071 0.000
F 0.044 -0.124 -0.303 0.266 0.564 0.032 0.000
F 0.518 2.349 -0.185 0.094 -0.520 0.771 0.000
F 1.820 1.955 2.009 -1.047 -1.135 -1.402 0.000
F 2.360 0.762 -0.259 -0.665 0.093 1.091 0.000
F -0.617 1.107 1.680 1.239 0.178 -0.167 0.000
C 3.373 -5.863 3.696 -0.197 -0.613 -0.290 0.000
C 2.077 -6.546 3.553 4.449 2.967 -0.055 0.000
N 1.083 -7.027 3.415 -4.366 -2.292 -0.466 0.000
H 3.592 -5.047 3.008 -0.889 0.235 0.073 0.000
H 4.116 -6.591 3.371 0.314 -0.147 0.862 0.000
H 3.408 -5.522 4.731 0.674 -0.134 -0.128 0.000
C -6.288 -3.555 -9.931 -0.613 1.049 -0.083 0.000
O -6.420 -4.095 -8.643 -0.297 -0.319 0.455 0.000
C -5.451 -5.092 -8.372 0.506 0.389 -0.009 0.000
C -5.495 -5.686 -6.972 -0.762 0.673 0.745 0.000
O -5.140 -4.786 -5.883 0.573 -0.821 -0.645 0.000
C -3.792 -4.281 -5.832 -0.417 -0.942 -0.178 0.000
C -2.658 -5.232 -5.293 -0.787 -0.266 -1.978 0.000
O -2.264 -6.382 -6.168 -0.125 1.364 0.322 0.000
C -1.525 -6.018 -7.360 -0.877 0.117 0.144 0.000
H -5.497 -2.809 -10.012 0.805 -0.366 0.101 0.000
H -7.147 -2.913 -10.124 -0.440 -0.363 0.151 0.000
H -6.238 -4.279 -10.744 0.199 -0.290 0.119 0.000
H -4.483 -4.614 -8.526 0.452 -0.219 -0.201 0.000
H -5.576 -5.889 -9.105 0.167 -0.315 -0.035 0.000
H -4.970 -6.638 -6.895 0.578 0.188 -0.277 0.000
H -6.527 -5.959 -6.752 -0.157 0.208 0.039 0.000
H -3.912 -3.496 -5.085 0.449 0.246 -0.126 0.000
H -3.569 -3.863 -6.813 0.396 0.218 0.040 0.000
H -3.078 -5.579 -4.348 0.560 -0.668 -0.098 0.000
H -1.760 -4.631 -5.152 -0.014 0.114 0.280 0.000
H -2.104 -6.173 -8.271 -0.653 -0.006 0.090 0.000
H -0.655 -6.643 -7.561 0.205 -0.052 0.846 0.000
H -1.258 -4.962 -7.385 0.256 0.066 0.304 0.000
C 4.810 1.763 9.978 1.479 -0.001 -0.365 0.000
O 5.822 1.018 9.261 -1.387 -0.019 0.046 0.000
C 5.669 1.134 7.864 1.531 -0.185 -1.420 0.000
C 6.627 0.125 7.132 -0.062 0.517 0.429 0.000
O 8.033 0.342 7.369 -1.077 0.271 1.199 0.000
C 8.430 0.051 8.734 -0.513 -0.889 -0.239 0.000
C 9.891 -0.214 8.752 0.215 -0.431 -0.996 0.000
O 10.242 -1.355 7.988 0.450 -0.447 -0.189 0.000
C 9.946 -2.601 8.614 0.267 0.594 -0.373 0.000
H 4.993 2.825 9.817 -0.185 0.240 -0.152 0.000
H 5.013 1.586 11.034 -0.417 -0.248 -0.076 0.000
H 3.800 1.517 9.650 -0.021 -0.227 0.175 0.000
H 5.920 2.140 7.528 0.341 0.359 0.143 0.000
H 4.665 1.008 7.458 -0.459 -0.546 0.471 0.000
H 6.515 0.085 6.048 -0.082 0.972 -0.098 0.000
H 6.268 -0.881 7.346 0.480 -0.408 0.901 0.000
H 7.828 -0.813 9.017 0.162 -0.240 0.326 0.000
H 8.300 0.764 9.549 -0.736 0.852 -0.616 0.000
H 10.287 -0.249 9.767 -0.049 -0.250 0.271 0.000
H 10.343 0.652 8.268 0.320 -0.098 -0.150 0.000
H 8.873 -2.791 8.626 -0.155 0.144 0.598 0.000
H 10.450 -2.595 9.581 -0.456 -0.319 0.390 0.000
H 10.346 -3.437 8.040 0.353 0.356 -0.285 0.000
C 6.457 -5.392 -7.635 0.202 -0.901 -0.908 0.017
O 5.171 -4.970 -8.018 -1.154 2.029 -1.155 0.144
C 5.110 -3.859 -8.908 -0.353 -0.487 0.722 0.058
C 5.423 -2.486 -8.250 -0.714 1.216 0.314 0.074
O 4.271 -1.997 -7.498 2.016 -1.348 0.234 0.409
C 4.032 -0.611 -7.440 -1.763 0.534 -1.170 0.048
C 2.626 -0.326 -6.937 -1.203 -0.904 0.371 0.008
O 1.574 -0.708 -7.840 1.246 0.273 -0.250 0.113
C 0.279 -0.240 -7.458 0.445 0.458 -0.029 0.010
H 6.820 -4.869 -6.750 -0.011 -0.077 0.103 0.010
H 7.155 -5.333 -8.470 0.216 0.535 -0.016 0.001
H 6.350 -6.470 -7.513 0.077 0.107 0.767 0.004
H 4.121 -3.667 -9.326 -0.234 -1.003 0.153 0.002
H 5.815 -3.979 -9.731 0.275 0.097 0.013 0.011
H 5.687 -1.707 -8.967 -0.102 -0.115 -0.285 0.001
H 6.337 -2.661 -7.683 -0.209 0.106 0.971 0.029
H 4.157 -0.231 -8.454 0.114 0.256 -0.235 0.013
H 4.671 -0.009 -6.793 0.716 -0.522 0.277 0.029
H 2.556 0.706 -6.594 0.002 0.399 -0.461 0.004
H 2.429 -0.883 -6.020 0.371 -0.321 0.314 0.004
H 0.144 -0.403 -6.389 -0.355 -0.138 -0.021 0.002
H -0.483 -0.700 -8.088 0.289 -0.423 0.237 0.001
H 0.202 0.826 -7.669 0.125 0.248 0.158 0.006
C -5.520 -1.462 2.166 1.148 -0.778 -0.353 0.000
O -6.509 -0.513 2.027 -1.472 1.394 0.581 0.000
C -7.432 -0.848 1.013 0.092 -0.397 -1.026 0.000
C -8.779 -0.221 1.135 -0.139 -0.521 0.784 0.000
O -8.606 1.100 1.439 -1.309 3.096 0.008 0.000
C -9.877 1.827 1.476 0.521 0.133 -0.876 0.000
C -9.659 3.295 1.689 1.829 0.407 2.048 0.000
O -8.792 3.367 2.862 -0.524 -1.956 -0.256 0.000
C -8.981 4.457 3.662 1.009 2.368 -0.430 0.000
H -5.906 -2.436 2.465 -0.114 -0.047 0.300 0.000
H -4.797 -1.084 2.889 0.072 -0.217 -0.003 0.000
H -5.030 -1.609 1.204 0.401 -0.042 -0.034 0.000
H -7.592 -1.925 0.964 0.163 -0.243 0.171 0.000
H -7.066 -0.554 0.029 0.613 0.091 -0.050 0.000
H -9.330 -0.675 1.959 -0.434 -0.437 -0.082 0.000
H -9.288 -0.319 0.176 -0.276 -0.451 -0.052 0.000
H -10.564 1.395 2.203 0.246 -0.006 0.360 0.000
H -10.420 1.845 0.531 0.156 -0.900 -0.567 0.000
H -10.571 3.872 1.848 -0.351 -0.399 0.187 0.000
H -9.110 3.853 0.931 -0.012 -0.511 -0.606 0.000
H -8.791 5.297 2.995 -0.730 0.920 0.048 0.000
H -8.136 4.620 4.331 -0.083 -0.762 0.490 0.000
H -9.927 4.573 4.190 -0.163 -0.330 -0.070 0.000
C -4.620 3.238 0.601 -0.039 -0.158 -1.436 0.000
O -4.272 3.420 1.940 -0.032 0.560 0.843 0.000
C -3.778 4.782 2.122 0.328 -0.646 1.361 0.000
C -3.180 4.866 3.545 -0.315 0.081 -0.165 0.000
O -4.055 4.289 4.486 -0.638 -0.048 -0.279 0.000
C -3.635 4.384 5.858 0.570 -2.840 -2.611 0.000
C -2.618 3.178 6.060 -0.948 -0.320 1.159 0.000
O -3.072 1.885 5.518 -0.119 0.457 0.177 0.000
C -2.426 0.714 6.106 0.400 1.277 0.708 0.000
H -5.078 2.293 0.309 -0.077 -0.462 1.079 0.000
H -3.719 3.236 -0.011 0.052 0.572 -0.231 0.000
H -5.366 3.972 0.296 0.217 0.416 -0.240 0.000
H -4.554 5.523 1.931 -0.316 -0.184 0.071 0.000
H -2.931 4.997 1.471 -0.115 -0.253 -0.443 0.000
H -3.016 5.874 3.925 0.076 0.566 -0.745 0.000
H -2.189 4.416 3.478 0.007 -0.584 0.370 0.000
H -4.587 4.186 6.351 0.431 0.363 0.712 0.000
H -3.154 5.351 6.009 -0.104 -0.029 0.591 0.000
H -2.610 3.093 7.147 0.433 -0.292 0.285 0.000
H -1.603 3.408 5.736 -0.099 -0.005 -0.334 0.000
H -2.417 0.820 7.191 -0.232 0.049 0.226 0.000
H -1.371 0.636 5.844 -0.029 0.116 -0.512 0.000
H -2.916 -0.237 5.896 -0.359 0.467 -0.538 0.000
C 3.852 7.339 -0.499 -0.223 -0.867 -0.676 0.000
C 5.266 7.357 -1.080 0.112 0.160 0.158 0.000
O 5.884 6.080 -0.760 1.268 -1.615 -0.264 0.000
C 7.020 5.667 -1.420 0.070 3.231 0.070 0.000
O 7.671 6.405 -2.131 -0.764 -1.145 0.583 0.000
C 7.459 4.195 -1.196 -0.024 1.567 0.616 0.000
F 7.069 3.738 -0.050 -0.718 -0.534 1.872 0.000
F 6.890 3.523 -2.135 -1.413 -1.719 -2.263 0.000
F 8.754 3.971 -1.288 0.949 0.682 -0.149 0.000
H 3.379 6.436 -0.883 -0.165 -0.072 -0.015 0.000
H 3.232 8.163 -0.853 0.327 0.211 -0.029 0.000
H 3.746 7.267 0.583 0.571 0.203 -0.010 0.000
H 5.840 8.190 -0.674 0.317 -0.226 0.096 0.000
H 5.300 7.447 -2.166 -0.310 0.109 0.007 0.000
```
Positions in Å, forces in eV/Å.

The value obtained for the electronic energy is -7526.606955 a.u. For the HOMO energy (spin up / spin down), the calculation gives -0.3721 / -0.3721 hartree. The charge is +1. As for the spin multiplicity: 2. The lowest unoccupied orbital energy (spin up / spin down) comes out at -3.40 / -8.65 eV.